Entry 1:
Here is a single C3H6N4S molecule at a distorted geometry from OMol25. Energies are from ωB97M-V/def2-TZVPD.

```
14
Properties=species:S:1:pos:R:3
N 0.400 0.203 2.251
N 0.264 -0.113 0.908
C 1.371 -0.480 0.077
N 1.623 -0.477 -1.145
N 0.633 0.411 -1.717
C -0.733 0.029 -1.233
C -0.873 0.158 0.205
S -2.409 0.626 0.879
H 0.120 1.164 2.399
H -0.387 -0.325 2.680
H 1.924 -1.059 0.798
H 0.619 0.134 -2.656
H -1.457 0.662 -1.830
H -1.095 -0.932 -1.616
```

Its HOMO-LUMO gap is 8.7532 eV. The HOMO energy is -8.89 eV. The value obtained for the total energy is -735.02172 hartree.

=====

Entry 2:
Here is a single C5H7N3S molecule at a distorted geometry from OMol25. Energies are from ωB97M-V/def2-TZVPD.

```
16
Properties=species:S:1:pos:R:3
C 1.167 -0.309 -1.491
C 1.186 1.125 -1.366
C 0.439 -1.187 -0.881
C 0.633 1.815 -0.335
C -0.389 0.330 0.692
N -0.391 -0.904 0.255
N -1.083 0.989 1.630
N -1.118 -1.954 0.871
S 0.305 3.224 0.290
H 1.699 -0.771 -2.314
H 1.555 1.709 -2.179
H 0.532 -2.211 -1.264
H -0.834 2.090 1.512
H -1.997 0.744 2.063
H -1.129 -1.897 1.949
H -0.574 -2.793 0.568
```

Its HOMO-LUMO gap is 7.7664 eV. The HOMO energy is -7.21 eV. The value obtained for the total energy is -757.03866 hartree.

=====

Entry 3:
Here is a 8-piece molecular cluster, C29H59NO16S7 overall at a distorted geometry from OMol25. Energies are from ωB97M-V/def2-TZVPD.

```
112
Properties=species:S:1:pos:R:3
C 0.390 -0.531 0.526
N -0.377 0.519 -0.162
O -0.704 0.343 -1.303
O -0.689 1.488 0.507
H 1.259 -0.176 1.076
H 0.805 -1.275 -0.146
H -0.336 -0.938 1.227
O 2.722 -1.575 -1.946
S 3.319 -0.233 -2.029
O 2.472 0.914 -2.332
C 4.215 0.014 -0.512
C 5.613 -0.535 -0.778
C 6.019 -0.229 -2.224
C 4.805 -0.250 -3.143
H 3.696 -0.553 0.259
H 4.069 1.086 -0.369
H 6.288 -0.030 -0.086
H 5.702 -1.597 -0.548
H 6.800 -0.914 -2.550
H 6.514 0.743 -2.200
H 4.695 -1.167 -3.719
H 4.662 0.611 -3.791
O -1.007 4.975 -0.561
S 0.272 5.601 -0.795
O 0.456 6.626 -1.809
C 1.049 6.291 0.738
C 2.032 5.227 1.133
C 1.850 3.859 0.385
C 1.542 4.276 -1.040
H 0.188 6.440 1.398
H 1.390 7.279 0.451
H 2.982 5.603 0.718
H 2.416 5.100 2.147
H 1.144 3.206 0.902
H 2.790 3.345 0.604
H 0.981 3.482 -1.540
H 2.403 4.543 -1.643
O -0.376 1.838 -5.921
S -0.554 0.477 -6.373
O -0.960 0.201 -7.735
C 0.991 -0.451 -5.858
C 0.418 -1.718 -5.203
C -0.728 -1.211 -4.301
C -1.677 -0.440 -5.195
H 1.491 0.193 -5.135
H 1.607 -0.454 -6.757
H 0.097 -2.375 -6.010
H 1.200 -2.128 -4.564
H -0.336 -0.549 -3.530
H -1.094 -2.117 -3.818
H -2.271 0.331 -4.710
H -2.256 -1.126 -5.810
O -4.034 0.718 -2.531
S -4.932 1.531 -1.722
O -5.951 2.368 -2.291
C -5.648 0.437 -0.361
C -4.857 0.702 0.890
C -4.361 2.158 0.847
C -3.883 2.504 -0.545
H -5.733 -0.572 -0.757
H -6.657 0.860 -0.368
H -5.429 0.443 1.782
H -4.018 -0.002 0.922
H -3.552 2.239 1.576
H -5.166 2.803 1.204
H -2.885 2.134 -0.770
H -3.987 3.556 -0.796
O -2.492 -5.133 5.316
S -3.025 -4.400 4.186
O -4.126 -3.466 4.341
C -1.735 -3.693 3.138
C -2.481 -3.433 1.865
C -3.161 -4.741 1.512
C -3.461 -5.536 2.795
H -0.941 -4.438 3.105
H -1.364 -2.860 3.743
H -3.156 -2.596 2.071
H -1.893 -3.030 1.036
H -2.604 -5.357 0.806
H -4.098 -4.519 0.993
H -2.797 -6.390 2.911
H -4.510 -5.801 2.905
O 1.146 -3.132 1.651
S 1.562 -4.475 1.282
O 0.860 -5.584 1.884
C 1.492 -4.580 -0.509
C 2.818 -5.238 -1.002
C 3.596 -5.828 0.199
C 3.387 -4.747 1.277
H 1.557 -3.568 -0.909
H 0.598 -5.102 -0.834
H 2.526 -5.926 -1.797
H 3.512 -4.557 -1.499
H 4.657 -5.990 0.032
H 3.097 -6.764 0.452
H 3.788 -3.760 1.048
H 3.749 -5.062 2.255
O -1.648 5.263 6.076
S -1.762 3.966 5.428
O -2.663 2.973 5.951
C -2.029 4.256 3.670
C -0.992 3.463 2.869
C 0.277 3.587 3.709
C -0.073 3.256 5.189
H -1.726 5.283 3.442
H -3.107 4.276 3.513
H -1.244 2.404 2.815
H -0.818 3.874 1.877
H 0.880 4.502 3.687
H 1.117 2.945 3.414
H 0.647 3.563 5.937
H -0.242 2.178 5.164
```

Its HOMO-LUMO gap is 9.1822 eV. The HOMO energy is -9.72 eV. The value obtained for the total energy is -5186.03961 hartree.

=====

Entry 4:
Here is a 2-piece molecular cluster, BrH4N2OP overall at a distorted geometry from OMol25. Energies are from ωB97M-V/def2-TZVPD.

```
9
Properties=species:S:1:pos:R:3
N 0.809 -1.715 1.140
N -1.772 1.448 0.033
O 0.582 -0.710 -1.503
P 0.663 -0.525 0.188
Br 2.472 0.580 0.133
H 0.369 -2.560 1.369
H -1.487 1.595 1.018
H -1.475 2.200 -0.505
H -0.161 -0.313 -1.873
```

Its HOMO-LUMO gap (spin up / spin down) is 5.9981 / 5.9974 eV. The HOMO energy (spin up / spin down) is -8.56 / -8.56 eV. The value obtained for the total energy is -3102.39598 hartree.

=====

Entry 5:
Here is C5H7NO4 as an isolated structure at a distorted geometry from OMol25. Energies are from ωB97M-V/def2-TZVPD.

```
17
Properties=species:S:1:pos:R:3
O -2.914 0.306 0.145
C -1.835 1.198 0.311
C -0.551 0.428 0.412
C -0.455 -0.930 0.563
N 0.746 -1.511 0.251
C 1.852 0.006 -0.005
O 2.906 0.125 0.569
C 0.703 1.056 0.050
O 0.978 2.243 0.112
H -3.737 0.782 0.277
H -1.778 1.905 -0.536
H -1.958 1.809 1.221
H -1.333 -1.572 0.525
H 1.098 -2.298 0.778
H 1.237 -1.665 -1.157
O 2.073 -0.764 -1.741
H 2.969 -1.121 -1.776
```

Its HOMO-LUMO gap is 8.7495 eV. The HOMO energy is -9.19 eV. The value obtained for the total energy is -550.30752 hartree.

=====

Entry 6:
Here is C46H49LuN2O5P3S6Sb as an isolated structure at a distorted geometry from OMol25. Energies are from ωB97M-V/def2-TZVPD.

```
113
Properties=species:S:1:pos:R:3
Lu -1.000 1.098 -2.084
S -0.940 -1.754 -6.905
Sb 1.070 -1.279 -5.887
S 0.795 -0.632 -3.199
S 0.933 1.292 -3.812
S 2.007 -3.393 -5.676
C 2.381 -6.112 1.785
S 0.985 -5.828 2.909
C -0.119 -4.905 1.802
C 0.403 -3.524 1.450
C -0.623 -2.842 0.548
N -0.298 -1.471 0.179
P 0.972 -0.945 -0.968
C 2.670 -1.097 -0.255
C 3.694 -0.853 -1.168
C 5.017 -0.909 -0.774
C 5.332 -1.204 0.543
C 4.320 -1.443 1.456
C 2.994 -1.393 1.062
C 1.061 -2.766 -1.678
C 2.163 -3.608 -1.606
C 2.152 -4.852 -2.215
C 1.052 -5.273 -2.936
C -0.051 -4.442 -3.038
C -0.044 -3.211 -2.410
P -1.320 -0.216 0.754
C -1.159 -0.650 2.562
C -1.904 -1.604 3.250
C -1.556 -1.976 4.537
C -0.464 -1.401 5.167
C 0.259 -0.420 4.508
C -0.100 -0.043 3.227
C -3.002 -0.906 0.557
C -3.399 -1.840 -0.360
C -4.682 -2.445 -0.296
C -5.594 -2.094 0.648
C -5.375 -0.900 1.454
C -4.027 -0.251 1.372
H 3.047 -6.805 2.288
H 2.896 -5.178 1.586
H 2.010 -6.545 0.860
H -1.065 -4.828 2.338
H -0.260 -5.509 0.904
H 1.351 -3.612 0.919
H 0.549 -2.943 2.363
H -1.579 -2.827 1.076
H -0.748 -3.470 -0.337
H 3.441 -0.626 -2.196
H 5.806 -0.728 -1.491
H 6.367 -1.246 0.854
H 4.569 -1.662 2.486
H 2.211 -1.552 1.790
H 3.055 -3.299 -1.082
H 3.026 -5.486 -2.136
H 1.063 -6.227 -3.443
H -0.910 -4.745 -3.621
H -0.909 -2.556 -2.495
H -2.769 -2.062 2.788
H -2.136 -2.731 5.051
H -0.192 -1.701 6.170
H 1.108 0.045 4.992
H 0.441 0.738 2.713
H -2.693 -2.247 -1.070
H -4.874 -3.289 -0.944
H -6.502 -2.656 0.805
H -5.955 -0.798 2.373
H -3.666 0.325 2.226
O -2.959 4.587 -3.719
C -2.266 4.065 -2.864
O -1.636 2.960 -2.939
C -2.082 4.761 -1.484
P -1.010 3.571 -0.577
C -0.728 4.615 0.929
C -0.046 5.825 0.882
C 0.069 6.613 2.012
C -0.496 6.201 3.209
C -1.152 4.982 3.275
C -1.267 4.198 2.141
C 0.630 3.800 -1.383
C 1.620 2.878 -1.015
C 2.843 2.907 -1.673
C 3.095 3.839 -2.664
C 2.119 4.747 -3.025
C 0.890 4.723 -2.391
H -3.046 4.824 -0.966
H -1.679 5.775 -1.571
H 0.398 6.141 -0.052
H 0.601 7.556 1.963
H -0.403 6.818 4.092
H -1.572 4.649 4.215
H -1.776 3.244 2.177
H 0.449 2.220 0.645
H 3.606 2.183 -1.427
H 4.049 3.842 -3.170
H 2.294 5.446 -3.832
H 0.127 5.419 -2.707
C -4.497 1.443 -3.170
S -3.563 0.281 -2.077
O -5.156 0.303 0.757
O -2.897 1.233 -1.105
O -2.425 -0.176 -2.969
H -5.053 2.113 -2.523
H -5.175 0.837 -3.763
H -3.808 1.990 -3.803
C 2.619 2.912 1.803
C 2.433 1.623 1.009
C 1.279 1.809 0.016
N 0.740 0.678 -0.712
H 3.446 2.818 2.505
H 1.717 3.148 2.365
H 2.825 3.745 1.134
H 2.199 0.802 1.684
H 3.359 1.364 0.499
```

As for the charge: -2. Its HOMO-LUMO gap is 4.6841 eV. The HOMO energy is -1.21 eV. The value obtained for the total energy is -7157.13723 hartree.

=====

Entry 7:
Here is CHAgCl3F as an isolated structure at a distorted geometry from OMol25. Energies are from ωB97M-V/def2-TZVPD.

```
7
Properties=species:S:1:pos:R:3
Ag 0.608 -0.726 -4.035
F -0.737 -0.323 -2.293
C 0.040 0.202 1.165
Cl 1.546 -0.385 1.796
Cl -0.386 1.803 1.864
Cl -1.289 -0.959 1.398
H 0.218 0.388 0.105
```

Its spin multiplicity is 2. As for the expectation value of S²: 0.755. As for the charge: +1. Its HOMO-LUMO gap (spin up / spin down) is 9.1610 / 2.6112 eV. The HOMO energy (spin up / spin down) is -13.61 / -13.60 eV. The value obtained for the total energy is -1665.64799 hartree.

=====

Entry 8:
Here is a 2-piece molecular cluster, C10H10N2 overall at a distorted geometry from OMol25. Energies are from ωB97M-V/def2-TZVPD.

```
22
Properties=species:S:1:pos:R:3
C 5.189 -0.132 -0.026
C 4.311 -1.067 -0.527
C 2.976 -0.791 -0.510
N 2.496 0.367 0.021
C 3.341 1.260 0.459
C 4.684 1.082 0.412
H 6.303 -0.344 -0.009
H 4.665 -1.955 -1.055
H 2.208 -1.477 -0.908
H 2.944 2.138 1.018
H 5.330 1.905 0.784
C -3.501 -0.819 0.677
C -2.834 -0.311 -0.445
C -3.570 0.624 -1.209
N -4.827 0.860 -0.812
C -5.380 0.389 0.126
C -4.702 -0.335 1.128
H -3.031 -1.546 1.425
H -1.806 -0.596 -0.748
H -3.168 1.227 -1.947
H -6.523 0.263 0.181
H -5.106 -0.741 1.965
```

Its HOMO-LUMO gap is 9.4618 eV. The HOMO energy is -8.60 eV. The value obtained for the total energy is -496.48558 hartree.

=====

Entry 9:
Here is a 8-piece molecular cluster, C36H73Br14NO5PS3 overall at a distorted geometry from OMol25. Energies are from ωB97M-V/def2-TZVPD.

```
133
Properties=species:S:1:pos:R:3
C 9.199 -4.234 -0.306
C 10.181 -3.938 -1.504
C 9.386 -3.246 -2.693
C 8.486 -2.049 -2.197
C 8.288 -0.923 -3.275
C 6.856 -0.245 -3.225
C 6.843 1.017 -2.267
C 6.395 0.589 -0.815
C 4.841 0.378 -0.592
C 3.883 1.127 -1.588
C 3.677 2.665 -1.193
C 2.114 2.943 -1.036
C 1.595 2.923 0.445
C 1.672 1.528 1.160
C 0.920 0.357 0.421
C 0.186 -0.527 1.525
C -0.493 -1.767 0.833
C -2.058 -1.558 0.729
C -2.593 -1.444 -0.751
S -3.062 0.270 -1.297
C -4.311 -0.405 -2.403
P -5.329 0.440 -3.718
O -4.979 -0.265 -5.011
O -4.967 2.076 -3.750
O -6.959 0.268 -3.403
N -4.511 -1.699 -2.218
C -3.698 -2.484 -1.228
S -2.811 -3.701 -2.338
C -4.679 -3.064 -0.161
S -6.162 -3.913 -0.842
O -7.334 -3.034 -0.625
O -6.258 -5.238 -0.149
H 8.175 -4.504 -0.676
H 9.089 -3.318 0.323
H 9.574 -5.073 0.326
H 11.013 -3.288 -1.132
H 10.647 -4.900 -1.826
H 8.787 -4.074 -3.155
H 10.167 -2.915 -3.424
H 8.968 -1.650 -1.264
H 7.514 -2.512 -1.875
H 8.442 -1.389 -4.286
H 9.116 -0.179 -3.168
H 6.619 0.047 -4.279
H 6.125 -1.032 -2.903
H 7.918 1.335 -2.183
H 6.306 1.889 -2.701
H 6.874 -0.413 -0.637
H 6.870 1.278 -0.075
H 4.605 0.795 0.425
H 4.532 -0.694 -0.558
H 4.126 0.985 -2.665
H 2.865 0.670 -1.443
H 4.161 2.905 -0.221
H 4.040 3.308 -2.020
H 1.492 2.283 -1.684
H 1.944 3.992 -1.411
H 2.100 3.672 1.109
H 0.508 3.223 0.409
H 1.156 1.654 2.154
H 2.702 1.175 1.389
H 0.210 0.697 -0.371
H 1.653 -0.350 -0.053
H -0.520 0.125 2.091
H 0.988 -0.871 2.227
H -0.082 -1.990 -0.183
H -0.310 -2.688 1.443
H -2.557 -2.361 1.318
H -2.311 -0.593 1.236
H -1.734 -1.687 -1.416
H -5.838 2.489 -3.883
H -7.424 0.650 -4.168
H -5.239 -2.092 -2.817
H -2.596 -2.947 -3.480
H -5.050 -2.228 0.489
H -4.138 -3.761 0.525
H -6.050 -4.115 -2.211
Br 6.287 4.223 -3.304
C 5.912 5.985 -2.566
C 6.801 6.284 -1.388
Br 6.217 5.320 0.199
H 4.852 6.001 -2.319
H 6.102 6.687 -3.377
H 6.741 7.339 -1.125
H 7.841 6.014 -1.554
Br -3.394 1.882 1.648
C -5.215 1.952 2.346
C -5.895 0.613 2.246
Br -6.471 0.241 0.418
H -5.734 2.738 1.801
H -5.107 2.250 3.387
H -6.809 0.602 2.837
H -5.261 -0.212 2.552
Br 8.116 9.652 -0.177
C 6.844 10.805 0.743
C 5.828 10.003 1.516
Br 4.477 9.233 0.341
H 6.396 11.447 -0.012
H 7.447 11.411 1.418
H 5.275 10.647 2.200
H 6.268 9.180 2.075
Br 3.233 5.654 1.706
C 1.873 5.906 3.078
C 2.096 7.189 3.838
Br 3.553 7.012 5.118
H 1.893 5.023 3.712
H 0.926 5.940 2.539
H 1.220 7.437 4.436
H 2.341 8.029 3.193
Br -11.109 -7.927 1.758
C -9.419 -6.961 1.668
C -8.254 -7.866 1.975
Br -8.116 -8.215 3.887
H -9.501 -6.119 2.351
H -9.353 -6.589 0.646
H -7.314 -7.386 1.705
H -8.319 -8.831 1.480
Br -10.420 -10.690 -2.800
C -11.688 -9.521 -1.892
C -12.696 -10.316 -1.102
Br -14.045 -11.101 -2.267
H -12.140 -8.891 -2.654
H -11.081 -8.904 -1.230
H -13.249 -9.667 -0.423
H -12.252 -11.131 -0.536
Br -5.689 -1.079 5.137
C -6.515 -0.131 6.627
C -7.537 0.866 6.143
Br -6.685 2.463 5.421
H -5.709 0.324 7.198
H -6.989 -0.905 7.228
H -8.148 1.220 6.972
H -8.185 0.472 5.364
```

As for the charge: +1. Its HOMO-LUMO gap is 6.0751 eV. The HOMO energy is -10.94 eV. The value obtained for the total energy is -39418.25875 hartree.

=====

For the records above, the corresponding energy relative to the best compared isomer or geometry (same formula, charge and spin) values read 325.78; 280.42; 183.30; 476.58; 342.68; 307.40; 150.56; 292.78; 316.06 kJ/mol.